Below is C37H54F30N8O23S10 as an isolated structure at a distorted geometry, with properties calculated with ωB97M-V/def2-TZVPD.

```
162
Properties=species:S:1:pos:R:3:forces:R:3:mulliken_charge:R:1
C 14.59106 24.20933 21.82777 1.844 0.539 -0.891 1.168
O 6.88787 9.34956 19.19895 -0.798 -0.981 2.993 -0.687
S 8.60945 19.76143 14.46074 -1.874 0.756 -1.620 0.710
N 8.55393 23.07120 22.21072 -0.678 0.576 1.291 -0.114
N 7.76398 20.54442 13.34178 0.418 0.433 0.882 -0.439
S 8.03857 22.68993 23.66304 -2.533 -1.648 -1.118 1.190
F 9.45914 24.00008 19.65695 -0.421 -0.593 -0.646 -0.163
F 4.41434 18.94098 12.08085 -0.849 0.049 -0.636 -0.227
C 7.41591 16.66995 17.95536 -0.444 -1.143 0.661 1.569
N 11.75810 24.19752 12.66295 0.854 -1.062 -0.706 1.261
F 15.96157 29.06237 13.73695 0.599 0.107 -0.887 -0.227
C 13.03564 23.28980 12.76702 0.634 0.603 0.739 1.258
H 14.41034 23.50976 19.82710 -0.814 0.103 0.349 0.517
C 12.05501 24.34904 24.51963 -1.840 -0.409 -1.086 -0.857
O 13.39429 28.87085 13.43983 0.124 -0.632 0.536 -0.723
C 15.68988 27.76220 13.67614 -0.396 0.201 1.517 0.637
S 13.87529 27.68500 14.10529 -0.074 1.639 0.076 1.090
O 6.02497 21.29584 11.71624 0.455 0.219 0.229 -0.630
F 11.17534 19.45097 14.14643 1.013 -0.041 0.599 -0.209
H 8.16220 15.67344 19.78858 -0.996 0.048 -0.526 0.346
N 8.48135 10.29550 17.82960 1.991 1.406 -1.767 -0.370
F 12.22900 18.68712 27.04790 2.784 1.214 -1.258 -0.229
H 10.93974 24.10513 24.49487 1.331 0.150 0.454 0.155
H 10.62691 26.30357 13.60496 -0.442 0.281 0.147 0.227
C 12.63916 21.99146 12.06452 -1.217 -0.797 0.916 -1.695
H 12.32801 22.88950 16.19958 0.756 -0.248 -0.251 0.467
H 14.02252 23.86692 14.59355 -1.300 0.332 -0.027 0.288
O 13.75949 25.34402 16.11289 -0.158 0.418 0.827 -0.510
H 7.32857 17.16126 21.39648 -0.512 0.079 0.148 0.545
H 14.55015 24.87753 12.67661 0.394 -0.843 -0.215 0.203
H 9.55033 23.22345 11.99821 -0.164 -0.306 1.413 0.392
C 13.24350 19.05146 26.10974 -1.394 0.210 -1.006 0.457
F 10.62610 12.59677 15.65113 0.521 0.073 -0.247 -0.224
H 15.02828 23.13951 12.01645 -0.259 1.132 0.042 0.401
F 5.92580 17.74736 13.05285 -0.266 0.611 -0.159 -0.219
C 6.00760 9.37648 17.02789 -0.966 -0.276 -1.077 0.672
O 10.93690 10.06415 17.08264 -0.529 -0.649 -0.148 -0.667
F 15.86097 17.92241 21.42781 -0.741 0.591 0.906 -0.246
O 7.31694 19.21661 11.19492 -0.217 1.605 1.058 -0.667
S 9.59640 10.38780 16.66392 -0.785 0.885 -1.423 0.965
S 7.50135 9.11901 17.95612 0.791 0.085 -0.184 1.113
S 6.76393 20.15765 12.17823 -0.048 -3.003 -0.187 1.004
N 13.85287 27.86456 15.66422 0.210 -0.534 0.645 -0.598
O 8.74412 23.47405 24.58314 1.373 1.179 1.800 -0.784
C 9.76382 12.23994 16.57714 -1.682 -0.301 0.445 0.763
H 15.23139 22.81827 23.39508 -0.930 -0.450 -1.047 0.385
F 7.83919 22.83392 18.58432 1.016 0.539 0.151 -0.201
O 13.36708 26.43881 13.64701 -0.427 -1.414 -0.650 -0.490
H 6.40502 18.09019 20.19252 -0.266 0.451 0.203 0.273
H 6.43418 18.14228 16.63909 0.971 0.929 -1.204 0.378
F 9.97489 17.87441 13.25608 0.214 0.755 -0.070 -0.253
F 5.43992 10.55220 17.20515 0.050 1.250 0.365 -0.248
C 8.58560 18.24930 20.18239 1.384 0.068 -1.044 -0.160
F 8.56753 12.81037 16.25812 0.489 -0.305 0.026 -0.267
C 14.75308 22.75649 22.36878 1.657 0.746 -0.178 -0.962
F 13.88538 17.92956 25.76594 -0.160 0.747 0.659 -0.190
H 11.98191 22.62017 22.33973 -0.328 0.623 -0.459 -0.361
H 13.50963 21.36176 11.94326 0.374 -0.046 0.241 0.507
H 5.53021 16.86770 17.13436 -0.361 -0.172 0.321 0.496
O 12.04869 21.13473 25.06165 -0.097 1.694 0.726 -0.596
H 10.24529 23.70208 15.68037 0.116 0.497 0.111 0.805
O 9.10310 10.06097 15.31363 0.901 -0.008 2.025 -0.621
O 13.18425 17.46235 22.62618 0.169 1.744 -0.597 -0.664
S 12.32459 19.81862 24.63144 2.003 0.036 0.105 1.028
O 9.43234 17.11253 16.89306 -1.363 1.182 2.018 -0.442
C 10.52943 24.20706 13.66455 1.336 0.035 -0.398 1.611
C 9.08608 18.54963 18.69342 -1.128 1.440 0.596 1.727
O 13.19234 19.33153 20.95443 -0.321 0.228 -0.346 -0.525
H 13.98511 24.36148 11.09798 0.396 -0.445 0.056 0.389
F 10.18744 19.82392 12.32146 -0.150 0.437 -1.131 -0.173
H 10.61399 19.95051 19.02243 -0.091 0.221 0.587 0.130
O 8.05558 7.89558 17.46920 -0.342 -0.686 0.280 -0.662
C 7.42297 15.40578 17.05696 0.942 0.652 0.656 -2.019
F 11.90324 28.26234 17.96936 0.421 -1.723 -0.936 -0.281
C 11.68150 26.08156 22.73358 -1.597 0.208 -1.198 -1.808
N 8.69744 17.47586 17.79658 1.920 -2.675 -1.930 1.227
H 12.18187 25.22329 25.20234 0.274 -0.795 -0.682 0.312
C 6.26545 23.42883 23.78123 1.333 -0.996 -0.102 0.556
O 11.62550 24.66245 11.59622 -0.596 0.989 -0.203 -0.474
H 14.00617 22.25495 14.41869 -0.910 0.140 -0.653 0.398
H 10.74866 19.23280 17.49280 -0.149 -0.396 0.273 0.210
H 9.32029 25.61624 12.56253 0.078 0.104 0.063 0.453
H 12.22880 22.10216 11.05989 -0.167 0.321 0.121 0.339
C 13.83576 24.25277 20.42412 2.602 0.275 1.511 -0.946
H 8.55803 19.23935 20.61543 -0.168 0.093 0.213 -0.517
C 7.24716 16.25909 19.48527 2.122 0.414 -0.796 -1.090
C 13.28397 23.11026 14.26473 3.417 -1.039 -0.022 -0.997
F 6.20633 9.22239 15.74340 0.233 -0.145 -1.644 -0.240
C 12.37347 24.06842 20.58320 -2.276 -1.417 -0.523 -0.657
C 9.70329 23.07210 13.11370 -1.680 0.450 -0.465 -1.017
C 12.03469 27.02268 17.38178 0.360 0.283 1.491 0.689
O 6.88524 21.55483 20.91957 0.453 0.260 0.320 -0.745
H 10.66351 23.85228 21.96483 1.055 -0.783 -0.133 -0.189
F 15.90518 20.02887 21.89176 -0.588 0.306 -0.499 -0.232
C 14.29794 23.98251 12.08110 -1.926 -0.426 0.418 -1.344
C 11.10071 23.99776 15.05934 -0.660 -0.146 -0.698 0.111
H 11.80118 24.87876 20.11532 0.294 0.154 0.872 0.407
H 8.72600 23.10833 13.68579 0.914 -0.086 -0.923 0.467
C 12.25703 24.70194 22.98933 0.955 -0.301 1.485 1.291
H 11.80825 26.73398 23.56731 0.281 0.400 0.647 0.540
H 11.90463 21.42450 12.72054 0.989 0.637 -1.066 0.358
O 11.27850 18.92328 24.45366 -2.362 -2.088 -0.669 -0.638
H 16.58266 24.66952 20.91976 -0.274 -0.652 0.453 0.361
H 12.07744 23.28295 19.91045 -0.151 -0.705 -0.266 0.657
H 11.58543 24.93011 15.37700 -0.395 -0.390 0.075 -1.111
H 11.69126 21.92535 14.98256 -0.947 -1.462 -0.534 0.172
C 10.53416 18.98628 18.54851 1.217 -0.308 -0.602 -1.411
O 14.49677 26.92078 17.92955 -0.396 -0.497 -1.636 -0.618
F 5.07397 8.48397 17.38620 -0.061 -0.691 0.331 -0.254
H 12.07146 26.59324 21.83844 -0.091 -0.359 0.195 0.381
F 11.09223 26.91780 16.45599 -0.087 -0.254 0.442 -0.179
H 13.80044 22.29009 22.29068 -0.332 -0.834 0.600 -0.120
F 5.42349 22.81730 22.97498 -0.196 0.109 -0.956 -0.199
C 10.07900 19.20996 13.46313 -0.841 -2.067 0.709 0.731
F 6.40790 24.70936 23.47736 -0.496 0.703 -0.272 -0.251
F 10.13082 12.73829 17.76008 0.214 0.174 -0.059 -0.258
F 5.71178 23.32334 24.98083 0.417 0.177 0.881 -0.227
F 4.97712 19.36250 14.10877 -0.293 0.481 0.562 -0.228
H 15.46468 22.20198 21.69141 -0.780 0.822 0.655 0.467
S 13.73841 26.65354 16.71092 0.523 1.917 0.948 0.806
S 8.20155 22.12939 21.03886 1.712 -2.008 -1.877 0.735
F 16.53377 27.19676 14.57358 -0.656 -0.408 -0.747 -0.248
N 13.79109 24.91453 22.83874 -0.679 0.394 0.720 1.151
F 11.89183 26.09296 18.40036 -0.629 1.013 -1.424 -0.300
C 8.17848 19.75580 18.21372 -0.464 0.460 -0.830 -0.262
C 6.29900 17.54836 17.48829 -1.877 -0.702 0.568 -2.030
C 12.10275 22.87556 15.12554 0.067 1.547 1.667 -0.634
H 7.16127 19.51922 18.44128 -0.452 0.154 0.767 0.285
O 7.84683 18.64606 14.97159 1.027 0.174 -0.021 -0.474
C 11.76826 23.64930 21.98421 0.209 1.655 -0.122 -0.117
C 15.34900 18.86842 22.28966 1.886 -0.460 -0.773 0.476
O 7.83486 21.27276 23.81030 0.267 0.625 0.265 -0.629
H 12.57131 23.41323 24.81377 -0.200 0.676 -0.080 0.377
S 13.50371 18.83785 22.25571 0.516 -1.426 1.966 1.055
O 9.35097 21.26274 20.70658 -1.415 1.116 0.390 -0.364
H 15.89051 26.03774 21.64680 -0.116 -0.924 0.691 0.441
C 7.27825 17.48387 20.35759 0.882 -0.068 0.290 -0.806
N 13.32379 19.94408 23.40151 -0.121 -0.510 -0.341 -0.255
C 5.41449 18.99817 12.91927 2.080 -0.404 0.095 0.622
H 8.46818 20.66770 18.76308 0.056 -0.891 -0.412 -0.634
H 10.10956 22.10321 13.30513 0.248 -0.435 0.057 -0.596
H 6.56553 14.77867 17.33043 -0.342 0.680 -0.501 0.553
F 7.38140 24.35639 20.00615 -0.732 0.918 0.217 -0.242
H 10.56722 25.96452 22.58796 1.144 0.033 0.114 0.269
H 14.11721 25.20044 19.96645 -0.278 0.227 -0.022 0.244
F 14.13666 20.00486 26.50812 -0.934 -1.540 0.810 -0.207
H 6.35463 15.66338 19.61863 -0.154 -0.175 -0.226 0.473
H 9.08758 25.55552 14.36178 1.156 0.335 -1.207 0.356
H 11.39624 18.36480 18.94586 -1.455 0.253 -0.331 0.395
H 9.44695 17.75738 20.66443 -0.470 -0.219 -0.010 0.570
H 7.48476 15.75264 15.99759 -0.127 -0.907 0.747 0.379
F 15.86922 27.22757 12.47117 0.455 0.343 0.095 -0.214
C 15.99383 24.92976 21.81318 -0.393 0.386 -0.132 -1.685
H 8.07697 19.96927 17.12094 1.013 -0.384 0.981 -0.193
O 9.23986 20.65986 15.40197 -0.488 -0.032 -0.680 -0.455
H 8.21548 14.72763 17.38359 0.435 0.437 -0.599 0.413
H 16.54138 24.68232 22.76799 -0.407 0.487 -1.177 0.358
C 8.24680 23.41083 19.74182 -0.193 -0.385 -0.196 0.327
O 14.30263 25.66771 23.60755 -0.175 -0.501 -0.585 -0.498
H 5.88537 18.16218 18.26559 -0.295 0.162 0.275 0.532
F 15.89256 18.68079 23.49291 -0.560 -0.722 0.177 -0.227
C 9.85591 25.53549 13.50841 -0.947 0.037 0.997 -1.657
```
Positions in Å, forces in eV/Å.

## Properties
2S+1	1
gap between HOMO and LUMO	6.28	eV
charge	-2
LUMO energy	0.1	eV
HOMO level	-0.229	Eh
molar mass	1869.48	g/mol
energy relative to the best compared isomer or geometry (same formula, charge and spin)	0.0	kcal per mole